80
Properties=species:S:1:pos:R:3:mulliken_charge:R:1 method="wB97M-V/def2-TZVPD" charge=-2 relative_energy_kcal_mol=19.6 homo_energy_ev=-0.6 e_lumo_ev=4.20 energy_ha=-3281.2572
Pd 0.24086 -0.58045 0.60407 -0.357
O -3.46746 0.48325 3.41649 -0.555
C -2.29384 0.17555 2.76889 -0.171
O -1.96734 -0.96645 2.61010 -0.469
C -1.53703 1.41175 2.37921 -0.184
C -1.68496 2.55459 3.15443 -0.413
C -0.97891 3.68827 2.78132 -0.653
C -0.22710 3.63218 1.62386 -0.546
C -0.12542 2.44113 0.90285 0.129
N -0.74023 1.32062 1.31180 1.611
C 0.73910 2.45961 -0.39467 -0.005
O 0.85977 3.59923 -0.88942 -0.819
O 1.20452 1.37022 -0.75461 -0.550
H -3.84472 -0.38067 3.63650 0.359
H -2.33102 2.54147 4.01897 0.493
H -1.03642 4.59519 3.37130 0.396
H 0.30393 4.48345 1.22411 0.535
C -0.51391 -2.49016 -3.19729 -1.449
P -0.53970 -1.56450 -1.53153 1.529
C -1.84309 -2.63744 -0.75852 1.026
C -3.11216 -2.81376 -1.31000 -0.362
C -4.05657 -3.61832 -0.69180 -0.876
C -3.73736 -4.27133 0.49312 -0.604
C -2.47592 -4.11067 1.04374 -0.940
C -1.53282 -3.29664 0.42814 0.197
C -1.60076 -0.16247 -2.10228 0.914
C -1.33906 0.56629 -3.25751 -0.564
C -2.07026 1.70473 -3.57410 -0.770
C -3.08168 2.14161 -2.73543 -0.488
C -3.34066 1.43712 -1.56510 -0.728
C -2.60397 0.30955 -1.25155 -0.459
P 0.86550 -3.68975 -3.29719 -0.185
C 0.44984 -4.58082 -4.85472 0.430
C 1.00785 -5.84331 -5.07438 -0.506
C 0.82034 -6.51436 -6.26936 -0.573
C 0.07192 -5.93464 -7.28817 -0.414
C -0.49194 -4.68534 -7.08545 -0.589
C -0.30913 -4.01906 -5.87942 -0.283
C 0.40336 -4.97840 -2.08534 0.402
C -0.72760 -5.78835 -2.21483 -0.042
C -1.02534 -6.73319 -1.25152 -0.695
C -0.19971 -6.87211 -0.13720 -0.336
C 0.91293 -6.06356 0.00700 -0.456
C 1.22093 -5.12348 -0.97169 -0.557
H -0.27895 -1.73996 -3.95728 0.295
H -1.48347 -2.93566 -3.44170 0.650
H -3.37367 -2.29630 -2.22749 0.451
H -5.04118 -3.73257 -1.13141 0.350
H -4.47169 -4.90382 0.98042 0.338
H -2.21443 -4.61885 1.96433 0.466
H -0.54695 -3.16322 0.86066 -0.061
H -0.52231 0.28351 -3.91079 0.339
H -1.82433 2.26391 -4.46863 0.338
H -3.64120 3.03884 -2.97112 0.328
H -4.10658 1.78161 -0.88036 0.358
H -2.78202 -0.21081 -0.31646 0.204
H 1.58845 -6.30785 -4.28475 0.355
H 1.26181 -7.49395 -6.40931 0.362
H -0.07269 -6.45623 -8.22634 0.342
H -1.08445 -4.22294 -7.86597 0.358
H -0.77048 -3.05104 -5.73747 0.361
H -1.38220 -5.66877 -3.07184 0.407
H -1.91474 -7.34417 -1.35034 0.360
H -0.44439 -7.60134 0.62670 0.352
H 1.54462 -6.12378 0.88379 0.421
H 2.06817 -4.46685 -0.81996 0.263
Cl 3.35553 2.75875 4.04335 -0.306
C 3.16626 1.16679 3.31813 0.492
C 1.92364 0.56536 3.33757 -0.612
C 1.77165 -0.67891 2.73230 -0.394
C 2.86541 -1.33035 2.16368 0.150
C 4.10617 -0.70917 2.18935 -0.452
C 4.26748 0.55090 2.74861 -0.694
C 2.67625 -2.69200 1.49334 0.002
O 3.60622 -3.51362 1.58849 -0.811
O 1.57221 -2.83531 0.91128 -0.264
H 1.07898 1.07724 3.78088 0.375
H 0.80553 -1.18444 2.76558 0.671
H 4.94754 -1.23000 1.75069 0.400
H 5.22431 1.05488 2.73670 0.384

---

86
Properties=species:S:1:pos:R:3:mulliken_charge:R:1 method="wB97M-V/def2-TZVPD" charge=-1 relative_energy_kcal_mol=11.2 homo_energy_ev=-5.3 e_lumo_ev=1.98 energy_ha=-4713.4555
Tl -0.87761 0.28276 0.51030 0.750
S 1.13956 -1.01293 4.88428 -0.383
C 2.33806 -2.28391 4.64640 0.445
C 2.89273 -2.86157 5.78860 -0.710
C 3.79197 -3.90585 5.67954 -0.525
C 4.16995 -4.34932 4.41282 -0.522
C 3.65055 -3.75276 3.28005 -0.560
C 2.70764 -2.71604 3.36007 0.153
S 2.06729 -1.96820 1.92487 -0.266
H 2.60547 -2.48406 6.76213 0.423
H 4.20616 -4.35980 6.57027 0.358
H 4.88408 -5.15726 4.31158 0.343
H 3.95865 -4.08411 2.29689 0.445
O -5.77134 0.83191 -1.05526 -0.762
S -4.45125 1.40881 -1.14819 1.445
O -4.42010 2.86038 -0.91782 -0.998
O -3.43239 0.71798 -0.35757 -0.384
C -3.95932 1.20731 -2.85470 -0.176
C -4.56910 2.08126 -3.74503 -0.825
C -4.29956 2.01534 -5.09998 -0.742
C -3.40951 1.06109 -5.56661 -0.766
C -2.80334 0.18647 -4.67956 -0.786
C -3.06120 0.23306 -3.30674 0.824
P -2.10109 -0.85962 -2.16912 0.582
C -3.30982 -2.10020 -1.59515 0.662
C -2.84753 -3.03272 -0.66667 -0.624
C -3.69197 -4.01266 -0.17081 -0.674
C -5.01651 -4.06024 -0.58637 -0.442
C -5.48646 -3.12763 -1.49824 -0.770
C -4.63696 -2.15342 -2.00511 0.016
C -1.11403 -1.85585 -3.34883 -0.457
C 0.19860 -1.44146 -3.57074 -0.017
C 1.02349 -2.13682 -4.44398 -0.696
C 0.54760 -3.26689 -5.09236 -0.479
C -0.75341 -3.69838 -4.86585 -0.680
C -1.57997 -2.99644 -4.00100 -0.092
H -5.24990 2.82521 -3.35247 0.474
H -4.77490 2.70733 -5.78337 0.371
H -3.17627 0.99659 -6.62196 0.399
H -2.10316 -0.54009 -5.06743 0.343
H -1.81860 -2.98956 -0.32385 0.494
H -3.31995 -4.72853 0.55127 0.411
H -5.68302 -4.81569 -0.18900 0.367
H -6.52285 -3.14705 -1.81077 0.400
H -5.02056 -1.42060 -2.70247 0.358
H 0.57719 -0.56854 -3.04816 0.194
H 2.03994 -1.80110 -4.60655 0.453
H 1.19184 -3.81735 -5.76662 0.371
H -1.12554 -4.58530 -5.36384 0.399
H -2.59340 -3.33799 -3.82710 0.443
C 1.93592 2.08682 4.56534 -1.285
Te 1.71629 0.50112 3.08576 0.716
C 3.83765 0.50039 3.12669 -0.966
C 4.31331 1.70134 3.89077 0.430
C 5.66099 2.05485 3.90141 -0.731
C 6.09227 3.16005 4.61390 -0.547
C 5.17426 3.92653 5.32189 -0.551
C 3.83409 3.58154 5.31122 -0.748
C 3.38945 2.46767 4.60039 0.813
H 1.58415 1.71409 5.52739 0.457
H 1.30497 2.92355 4.26558 0.351
H 4.16298 0.46879 2.08756 0.533
H 4.11394 -0.44460 3.59887 0.505
H 6.37157 1.45790 3.34212 0.455
H 7.14085 3.42915 4.61298 0.387
H 5.50403 4.79742 5.87421 0.386
H 3.11437 4.18377 5.85286 0.467
F -1.08775 2.39571 -2.52369 -0.329
C 0.23245 2.11795 -2.33316 0.674
C 0.65565 1.57838 -1.14216 -1.020
C 2.00786 1.36783 -1.06087 0.555
F 2.55209 0.83722 0.07913 0.013
C 2.90839 1.64480 -2.07476 -0.134
F 4.22643 1.42180 -1.94354 -0.347
C 2.42452 2.17330 -3.25960 0.913
F 3.26673 2.45389 -4.26466 -0.358
C 1.06900 2.41991 -3.39587 -0.113
F 0.60750 2.94191 -4.54321 -0.369
N -3.36758 3.30439 1.79573 -0.359
C -2.07278 3.29580 1.44932 0.217
N -1.80219 3.50836 0.15986 -0.195
S -0.83570 3.04343 2.58722 -0.340
H -4.06152 3.20128 1.05970 0.291
H -3.58083 2.98486 2.72316 0.204
H -2.55395 3.43789 -0.52138 0.346
H -0.84955 3.37535 -0.13995 0.092

---

92
Properties=species:S:1:pos:R:3:mulliken_charge:R:1 method="wB97M-V/def2-TZVPD" relative_energy_kcal_mol=27.0 homo_energy_ev=-6.6 e_lumo_ev=-0.43 energy_ha=-3824.4370
Ca 2.11811 -0.85262 0.29921 1.928
C 2.07720 2.35227 -0.85161 -1.431
N 2.88092 1.14547 -0.92888 1.035
C 4.21068 1.39018 -0.38547 -0.961
C 4.25615 1.26323 1.13706 -1.305
N 3.71921 -0.00473 1.56306 0.058
C 4.34504 -0.77341 2.43373 -0.504
C 3.61168 -1.86305 2.98528 0.220
F 2.28660 -1.95530 2.62992 -0.421
C 4.11559 -2.79112 3.86660 0.147
F 3.32485 -3.78294 4.31162 -0.319
C 5.43204 -2.69540 4.31465 0.575
F 5.95928 -3.60454 5.15961 -0.330
C 6.19094 -1.62572 3.85324 0.161
F 7.46265 -1.48531 4.26720 -0.313
C 5.67731 -0.70814 2.95731 0.363
F 6.54672 0.26680 2.56636 -0.368
C 2.94618 0.68168 -2.30811 -1.384
C 3.73740 -0.61794 -2.47289 -1.306
N 3.37520 -1.55484 -1.44397 0.814
C 3.69463 -2.82126 -1.58508 -0.463
C 3.21528 -3.75627 -0.62971 0.139
F 2.47142 -3.25383 0.40693 -0.466
C 3.38676 -5.11783 -0.70602 0.009
F 2.83956 -5.90127 0.24187 -0.372
C 4.08571 -5.68516 -1.77043 0.711
F 4.22143 -7.02366 -1.89055 -0.350
C 4.63628 -4.81927 -2.71085 0.277
F 5.33370 -5.32329 -3.74493 -0.331
C 4.46054 -3.45348 -2.61753 0.320
F 5.06692 -2.70825 -3.58392 -0.369
H 2.54334 3.19035 -1.39387 0.341
H 1.95814 2.64094 0.18884 0.287
H 1.08987 2.17400 -1.27733 0.339
H 4.58077 2.38427 -0.69220 0.535
H 4.88393 0.62639 -0.76872 0.193
H 3.65260 2.05391 1.60227 0.119
H 5.29429 1.43441 1.42810 0.677
H 3.38523 1.44978 -2.97216 0.265
H 1.91568 0.49292 -2.62329 0.373
H 4.81786 -0.41095 -2.44917 0.498
H 3.51280 -1.00859 -3.47845 0.712
C -10.55187 5.91586 0.29062 -0.837
O -10.18207 4.68481 -0.28619 -0.457
C -8.88577 4.29397 -0.22227 0.780
C -7.83405 5.09400 0.21823 -0.553
C -6.55469 4.57619 0.30341 -0.740
C -6.28555 3.25207 -0.04085 0.373
C -7.34212 2.46986 -0.52682 -0.515
C -8.61545 2.97927 -0.62086 -0.555
C -4.97785 2.65241 0.13790 0.228
N -4.70489 1.38144 -0.06868 -0.827
C -3.40299 1.20651 0.27618 0.462
C -2.86074 2.41842 0.71872 -0.021
N -3.88053 3.32575 0.61565 -0.141
C -1.54531 2.52715 1.23903 0.806
C -1.00165 3.67009 1.84712 -0.606
C 0.24142 3.58987 2.43025 -1.042
C 0.94495 2.38288 2.34725 -0.667
N 0.48056 1.31311 1.74674 -0.134
C -0.74607 1.34827 1.22027 0.042
C -1.28554 0.09431 0.74002 -0.201
N -0.50146 -0.98809 0.85239 -0.079
C -1.03434 -2.16864 0.64678 -0.433
C -2.35835 -2.35758 0.23350 -1.068
C -3.15651 -1.26082 0.02150 -0.615
C -2.63355 0.00559 0.31294 0.685
H -11.63963 5.94237 0.26890 0.248
H -10.16433 6.76571 -0.27868 0.324
H -10.21487 5.98698 1.32863 0.356
H -8.00209 6.12180 0.50219 0.405
H -5.76719 5.22708 0.65589 0.229
H -7.13667 1.45151 -0.81321 0.496
H -9.43562 2.37727 -0.98261 0.426
H -3.84333 4.30315 0.85039 0.183
H -1.57653 4.58383 1.89817 0.422
H 0.66746 4.43308 2.95303 0.447
H 1.91369 2.27645 2.81546 0.626
H -0.39267 -3.01563 0.83993 0.661
H -2.73578 -3.35242 0.06573 0.450
H -4.17798 -1.33687 -0.32000 0.595
C 0.14789 -5.02195 -1.34672 -0.577
N 0.46550 -4.30895 -2.56062 -0.073
C 0.65401 -2.96918 -2.62011 0.331
N 0.89323 -2.50074 -3.88864 -0.510
O 0.55144 -2.21886 -1.66208 -0.146
H 0.74688 -5.92928 -1.27943 0.360
H -0.91265 -5.28816 -1.30343 0.270
H 0.37767 -4.36471 -0.51252 -0.095
H 0.50550 -4.84097 -3.41248 0.185
H 1.21710 -3.12750 -4.60525 0.202
H 1.21295 -1.54912 -3.95309 0.196

---

86
Properties=species:S:1:pos:R:3:mulliken_charge:R:1 method="wB97M-V/def2-TZVPD" charge=-2 relative_energy_kcal_mol=34.5 homo_energy_ev=0.0 e_lumo_ev=3.99 energy_ha=-4093.2258
Sr -0.37202 0.36201 -0.14084 1.323
C -5.13835 0.18640 -0.82100 -1.009
C -5.65235 -0.81920 0.02928 -0.596
C -4.86624 -1.34795 1.00722 -0.519
C -3.52676 -0.84927 1.22022 -0.015
N -2.98673 -0.02374 0.24735 0.918
C -3.79971 0.48910 -0.67824 -0.377
C -2.78746 -1.12056 2.36354 0.411
C -3.29800 -1.93355 3.42986 -0.876
C -2.51179 -2.37792 4.43491 -0.819
C -1.12798 -1.93864 4.45567 -0.625
C -0.72903 -0.99800 3.57962 -0.504
N -1.49552 -0.49006 2.53549 0.496
H -5.73465 0.65722 -1.59078 0.376
H -6.66700 -1.18269 -0.10175 0.327
H -5.26049 -2.13383 1.63689 0.238
H -3.33426 1.19018 -1.36864 0.011
H -4.34993 -2.19453 3.43367 0.320
H -2.91378 -2.97849 5.24231 0.323
H -0.43673 -2.28104 5.21674 0.402
H 0.23882 -0.53022 3.68213 0.465
C -3.02632 -2.57412 -1.93525 -0.931
C -1.70955 -2.23827 -2.52441 -0.492
N -0.78654 -1.44254 -2.01077 1.235
C 0.27994 -1.48129 -2.86732 0.417
C -0.00133 -2.30275 -3.93049 -0.229
N -1.27039 -2.75863 -3.69035 0.087
C 0.72779 -2.79385 -5.12253 0.539
O 1.96054 -2.39336 -5.26733 -0.615
O 0.16271 -3.55870 -5.88949 -0.720
C 1.52389 -0.71013 -2.58365 -0.073
O 2.49638 -0.88818 -3.38014 -0.913
O 1.53441 0.02248 -1.58552 -0.415
H -2.94741 -2.59489 -0.85066 -0.314
H -3.36600 -3.54918 -2.28638 0.451
H -3.77219 -1.82154 -2.18921 0.372
H -1.74111 -3.40468 -4.30237 0.272
H 2.24330 -1.76246 -4.45482 0.441
Cl 1.16570 3.20215 -0.02116 -0.140
C 0.78018 4.26301 -1.35032 0.320
C 1.47565 5.45790 -1.38694 -0.758
C 1.23588 6.37790 -2.39301 -0.329
C 0.28707 6.07534 -3.35718 -0.731
C -0.39899 4.87621 -3.30432 0.274
Cl -1.56908 4.59226 -4.56142 -0.249
C -0.20153 3.89260 -2.30200 -0.103
S -1.09261 2.41896 -2.28625 -0.281
H 2.20748 5.65722 -0.61504 0.349
H 1.77857 7.31374 -2.42414 0.324
H 0.06979 6.76677 -4.16064 0.364
N 1.85058 -2.79174 1.78392 0.429
P 1.36721 -2.80208 0.13947 1.097
C 2.58555 -3.95481 -0.61406 0.012
C 3.37091 -3.49512 -1.66756 -0.321
C 4.30309 -4.33662 -2.26630 -0.719
C 4.46896 -5.63290 -1.80696 -0.407
C 3.69714 -6.09630 -0.74587 -0.719
C 2.75958 -5.26345 -0.15988 -0.494
C -0.07524 -3.92856 0.20852 0.043
C -0.97476 -3.86928 1.27024 -0.105
C -2.14098 -4.62515 1.24712 -0.269
C -2.42109 -5.44668 0.16625 -0.614
C -1.53880 -5.49817 -0.90646 -0.813
C -0.37926 -4.73962 -0.89035 -0.346
C 2.20859 -1.62575 2.43306 -0.030
C 2.80092 -1.68743 3.69867 -0.804
C 3.09890 -0.50875 4.34898 -0.396
C 2.81812 0.69951 3.73052 -0.874
C 2.22978 0.66039 2.47865 0.101
N 1.92233 -0.46597 1.83658 0.275
H 1.93814 -3.64085 2.31946 0.316
H 3.24965 -2.48278 -2.03307 0.301
H 4.89368 -3.97410 -3.09826 0.423
H 5.19384 -6.28814 -2.27520 0.363
H 3.81884 -7.11212 -0.38826 0.380
H 2.13538 -5.64082 0.64363 0.289
H -0.77625 -3.22976 2.11967 0.075
H -2.82830 -4.54185 2.07854 0.432
H -3.33377 -6.03063 0.14652 0.362
H -1.75709 -6.12471 -1.76410 0.402
H 0.29664 -4.77086 -1.73798 0.400
H 2.99984 -2.64870 4.15630 0.381
H 3.54038 -0.53143 5.33817 0.368
H 3.01477 1.64644 4.21218 0.436
H 1.97594 1.57992 1.96832 0.096
Te -1.46535 1.70558 2.72760 -0.487

---

83
Properties=species:S:1:pos:R:3:mulliken_charge:R:1 method="wB97M-V/def2-TZVPD" charge=+1 homo_energy_ev=-10.9 e_lumo_ev=-4.04 energy_ha=-3087.6720
N -5.21474 6.44610 -0.48624 -0.372
C -4.09558 6.16100 0.25642 0.469
N -3.94758 6.88080 1.59612 -0.475
C -2.63014 6.27152 2.04129 -0.031
C -2.16982 6.80630 3.52160 0.456
C -1.22764 8.16430 3.78501 -0.416
C -0.93129 8.51805 5.34624 -0.155
N -1.31696 7.82351 6.60732 -0.411
C -2.15953 6.60432 6.44819 -0.224
C -2.60372 6.10648 4.96563 -0.175
N -2.00193 5.27100 1.09574 0.410
C -0.71280 4.51091 1.31556 -0.562
C -0.71911 3.53297 2.65072 -0.560
C -1.62722 2.16935 2.47367 -0.394
C -3.22783 2.54612 2.51799 -0.161
S -4.22683 1.57290 3.77233 1.032
O -4.33021 2.37710 5.12678 -0.539
O -5.67010 1.40173 3.15728 -0.568
Cl -3.51746 -0.38042 4.08546 -0.193
N -2.91885 5.23838 0.02796 -0.181
H -5.44574 6.02818 -1.41768 0.256
H -5.90576 7.12649 -0.04712 0.297
H -0.83605 8.82737 2.87410 0.289
H -0.28815 9.51410 5.50427 0.289
H -2.53763 5.99345 7.38519 0.324
H -3.29976 5.14364 4.90907 0.246
H 0.21004 5.26528 1.37450 0.267
H -0.59239 3.78171 0.37836 0.332
H -1.11001 4.06883 3.62342 0.204
H 0.41358 3.20003 2.82135 0.367
H -1.40708 1.36918 3.33109 0.418
H -1.36645 1.72176 1.42381 0.197
H -3.33139 3.68154 2.80592 -0.031
H -3.64774 2.34264 1.42072 0.300
H -2.81814 4.61524 -0.81624 0.259
C -1.39243 -1.88994 0.38789 -1.031
C -1.81652 -1.68463 1.70052 -0.025
C -1.04999 -2.16215 2.76479 -0.176
C 0.13903 -2.85825 2.51546 -0.063
C 0.55031 -3.08484 1.20259 0.086
C -0.21130 -2.58942 0.13618 -0.726
C 1.77674 -3.86067 0.92684 0.495
O 2.14061 -4.05712 -0.22608 -0.677
C 2.55291 -4.40338 2.05959 0.187
C 3.68564 -5.18961 1.81136 -0.478
C 4.43306 -5.69570 2.87697 -0.493
C 4.05813 -5.41121 4.18974 -0.472
C 2.92699 -4.63293 4.43999 -0.542
C 2.16744 -4.13627 3.37240 0.112
C 0.95254 -3.34409 3.64776 0.515
O 0.61970 -3.09748 4.80127 -0.686
H -1.98504 -1.50982 -0.44135 0.443
H -2.74364 -1.15050 1.89632 0.438
H -1.38463 -1.99361 3.78704 0.523
H 0.11063 -2.75065 -0.89115 0.844
H 3.98701 -5.41377 0.78933 0.475
H 5.30924 -6.31033 2.68201 0.402
H 4.64430 -5.79927 5.01994 0.397
H 2.63759 -4.41905 5.46756 0.453
C 2.06839 -1.86099 -2.89142 -0.259
C 3.44683 -1.83078 -3.10116 -0.701
C 3.98245 -2.31818 -4.29440 -0.622
C 3.13770 -2.84901 -5.27678 0.253
C 1.76185 -2.90170 -5.05676 0.233
C 1.22458 -2.39583 -3.86591 -0.673
C 0.86622 -3.50466 -6.06491 0.543
O -0.34286 -3.54812 -5.87395 -0.681
C 1.44929 -4.06198 -7.30164 0.205
C 0.61831 -4.68840 -8.23968 -0.534
C 1.15975 -5.20634 -9.41819 -0.470
C 2.52719 -5.09228 -9.66713 -0.451
C 3.35817 -4.47373 -8.73187 -0.558
C 2.81909 -3.96630 -7.54223 0.190
C 3.71148 -3.34584 -6.54322 0.620
O 4.91408 -3.24933 -6.75915 -0.673
H 1.65007 -1.47274 -1.96536 0.546
H 4.10557 -1.42554 -2.33629 0.406
H 5.05908 -2.28658 -4.45336 0.464
H 0.15011 -2.42115 -3.69292 0.507
H -0.45086 -4.77877 -8.05445 0.448
H 0.51348 -5.69700 -10.14280 0.390
H 2.94815 -5.48921 -10.58837 0.395
H 4.42552 -4.39271 -8.93086 0.455